# 1
Below is a molecular structure, C43H42P2Pt at a distorted geometry, with properties calculated with ωB97M-V/def2-TZVPD.

E_HOMO (spin up / spin down)	-5.358 / -7.033	eV
ΔE to the lowest compared entry with this formula, charge and spin	6.662	eV
maximum force	4.0	eV/A
E_tot	-2465.30632	Ha
total charge	0
multiplicity	3

Positions of all 88 atoms, in Å:
Pt  0.257  0.482  0.330
C  -1.818  1.003  -2.865
C  -1.642  -0.339  -2.828
C  -1.109  -0.995  -4.104
C  0.323  -0.585  -4.539
C  1.193  0.167  -3.549
C  0.917  1.382  -3.041
C  0.062  2.404  -3.714
C  -1.357  1.882  -3.974
C  1.803  0.770  1.870
H  -2.428  1.529  -2.145
H  -2.372  -1.047  -2.354
H  -1.774  -0.721  -4.959
H  -1.182  -2.098  -4.018
H  0.854  -1.498  -4.868
H  0.231  0.046  -5.444
H  2.226  -0.245  -3.496
H  1.476  1.807  -2.213
H  0.513  2.734  -4.666
H  0.032  3.287  -3.062
H  -2.033  2.742  -4.086
H  -1.353  1.337  -4.924
H  1.264  1.332  2.641
H  2.681  1.347  1.564
H  2.093  -0.211  2.270
P  -1.380  -0.845  -0.579
P  2.386  -0.132  -0.581
C  0.069  -1.818  -1.322
C  1.412  -1.487  -1.365
C  -2.280  -2.272  0.191
C  -2.731  -3.321  -0.632
C  -3.532  -4.345  -0.105
C  -3.894  -4.334  1.246
C  -3.400  -3.321  2.080
C  -2.572  -2.316  1.561
C  -2.836  0.466  -0.198
C  -2.468  1.773  0.132
C  -3.318  2.852  -0.135
C  -4.617  2.621  -0.581
C  -5.049  1.305  -0.748
C  -4.179  0.223  -0.557
C  3.774  -1.051  0.171
C  3.524  -2.289  0.802
C  4.577  -3.060  1.302
C  5.903  -2.627  1.153
C  6.165  -1.397  0.536
C  5.112  -0.604  0.088
C  3.086  1.591  -0.830
C  2.400  2.732  -0.336
C  2.779  4.020  -0.704
C  3.851  4.208  -1.575
C  4.514  3.094  -2.098
C  4.159  1.799  -1.725
H  -0.219  -2.788  -1.755
H  2.095  -2.154  -1.906
H  -2.472  -3.333  -1.690
H  -3.892  -5.146  -0.762
H  -4.557  -5.116  1.638
H  -3.681  -3.324  3.136
H  -2.144  -1.550  2.207
H  -1.460  1.973  0.531
H  -2.949  3.863  -0.005
H  -5.267  3.469  -0.801
H  -6.080  1.126  -1.050
H  -4.550  -0.795  -0.703
H  2.500  -2.650  0.877
H  4.372  -4.009  1.803
H  6.731  -3.240  1.523
H  7.200  -1.056  0.410
H  5.353  0.365  -0.333
H  1.543  2.610  0.344
H  2.241  4.873  -0.294
H  4.156  5.221  -1.838
H  5.334  3.243  -2.794
H  4.729  0.944  -2.100
C  -0.698  0.218  2.060
C  -0.922  0.166  3.293
C  -1.214  0.074  4.687
C  -2.527  0.341  5.147
C  -2.859  0.236  6.498
C  -1.883  -0.155  7.429
C  -0.573  -0.447  7.003
C  -0.243  -0.335  5.648
H  -3.296  0.596  4.418
H  -3.882  0.444  6.831
H  -2.140  -0.264  8.488
H  0.178  -0.783  7.733
H  0.766  -0.596  5.312

# 2
Below is 5 unconnected molecules or ions with the total composition C43H43BrClFIN4O5P at a distorted geometry, with properties calculated with ωB97M-V/def2-TZVPD.

E_HOMO	-8.060	eV
ΔE to the lowest compared entry with this formula, charge and spin	30.550	eV
maximum force	8.4	eV/A
E_tot	-6031.54606	Ha
total charge	0

Positions of all 100 atoms, in Å:
C  2.045  -2.132  3.684
C  0.901  -2.445  2.552
C  1.428  -2.242  0.988
C  1.937  -3.537  0.060
Cl  1.910  -5.182  0.963
C  2.431  -3.365  -1.529
P  2.947  -4.903  -2.526
C  1.575  -6.268  -2.278
O  2.940  -4.663  -4.248
C  2.425  -1.800  -2.082
Br  3.045  -1.348  -3.927
C  1.919  -0.502  -1.155
C  1.405  -0.713  0.404
C  0.867  0.626  1.243
O  1.158  0.815  2.532
C  -0.006  1.703  0.307
C  0.506  1.914  -1.272
C  -0.285  2.911  -2.350
C  0.277  3.012  -3.922
O  0.256  1.635  -4.437
C  -0.167  1.564  -5.844
C  0.856  0.721  -6.864
C  0.575  0.467  -8.459
C  -0.808  1.073  -9.098
C  -1.804  1.918  -8.092
C  -1.544  2.182  -6.488
C  -1.592  3.720  -1.778
F  -2.387  4.628  -2.652
C  -2.085  3.509  -0.227
O  -3.302  4.245  0.192
C  -1.343  2.505  0.878
C  -1.928  2.308  2.412
I  -2.138  4.246  3.499
C  -3.394  1.504  2.354
C  -3.425  0.424  1.095
C  1.872  1.056  -1.716
O  2.830  1.656  -2.426
H  2.637  -3.137  3.857
H  1.463  -1.881  4.695
H  2.716  -1.227  3.363
H  0.029  -1.648  2.693
H  0.401  -3.496  2.679
H  1.247  -6.684  -3.346
H  1.938  -7.153  -1.602
H  0.613  -5.715  -1.852
H  2.125  -5.053  -4.685
H  -0.424  3.765  -4.482
H  1.370  3.489  -3.886
H  1.846  0.251  -6.393
H  1.370  -0.182  -9.066
H  -1.033  0.871  -10.228
H  -2.807  2.326  -8.576
H  -2.276  2.779  -5.768
H  -4.056  3.625  -0.072
H  -1.247  1.652  3.105
H  -4.260  2.292  2.321
H  -3.426  0.829  3.339
H  -3.662  0.982  0.094
H  -4.300  -0.330  1.333
H  -2.432  -0.195  0.985
C  4.330  -6.587  5.697
C  3.428  -5.802  4.941
C  3.603  -6.136  3.616
N  4.583  -7.092  3.547
C  5.029  -7.377  4.811
H  4.456  -6.579  6.772
H  2.725  -5.073  5.321
H  3.117  -5.776  2.720
H  4.924  -7.520  2.696
H  5.804  -8.115  4.972
C  2.665  1.260  7.914
C  1.274  1.081  7.727
C  1.048  1.002  6.371
N  2.255  1.132  5.733
C  3.247  1.284  6.666
H  3.187  1.360  8.857
H  0.517  1.016  8.499
H  0.135  0.865  5.807
H  2.391  1.116  4.730
H  4.279  1.398  6.363
C  -4.632  -1.866  -8.619
C  -3.410  -1.183  -8.410
C  -2.481  -1.734  -9.264
N  -3.099  -2.728  -9.977
C  -4.412  -2.812  -9.594
H  -5.572  -1.685  -8.113
H  -3.228  -0.375  -7.713
H  -1.436  -1.505  -9.424
H  -2.655  -3.309  -10.676
H  -5.075  -3.538  -10.046
C  -2.873  8.683  7.660
C  -2.112  7.573  8.097
C  -1.863  6.787  6.994
N  -2.451  7.382  5.908
C  -3.065  8.542  6.304
H  -3.241  9.499  8.269
H  -1.781  7.368  9.106
H  -1.320  5.857  6.889
H  -2.433  7.022  4.962
H  -3.585  9.165  5.589

# 3
Below is a molecular structure, C43H43CdN2O5S2Te, with properties calculated with ωB97M-V/def2-TZVPD.

E_HOMO (spin up / spin down)	-1.434 / -1.433	eV
maximum force	0.5	eV/A
E_tot	-3382.22882	Ha
total charge	-2
multiplicity	2

Positions of all 97 atoms, in Å:
Cd  -0.975  -1.068  3.344
O  -4.964  -2.886  3.353
C  -3.772  -2.725  3.066
O  -3.158  -1.610  3.035
C  -2.991  -3.936  2.564
C  -3.610  -4.674  1.557
C  -2.995  -5.762  0.953
C  -1.731  -6.138  1.394
C  -1.116  -5.431  2.414
C  -1.713  -4.314  3.030
S  -0.857  -3.528  4.349
H  -4.607  -4.370  1.261
H  -3.496  -6.309  0.161
H  -1.219  -6.984  0.945
H  -0.132  -5.723  2.761
S  -0.021  1.431  7.259
C  -1.526  0.620  7.401
C  -1.846  -0.041  6.256
C  -0.880  0.077  5.204
C  0.165  0.856  5.617
C  1.331  1.260  4.820
C  2.304  2.140  5.317
C  3.368  2.501  4.514
C  3.449  1.989  3.228
C  2.443  1.130  2.810
N  1.416  0.772  3.576
H  -2.088  0.665  8.322
H  -2.751  -0.624  6.140
H  2.215  2.534  6.322
H  4.125  3.181  4.888
H  4.258  2.248  2.557
H  2.435  0.713  1.808
C  -2.638  -0.428  0.330
O  -2.191  0.511  1.296
C  -3.260  1.338  1.716
C  -2.709  2.490  2.533
O  -2.889  2.250  3.909
C  -2.161  3.154  4.698
H  -3.019  0.103  -0.549
H  -3.411  -1.074  0.753
H  -1.786  -1.032  0.044
H  -3.970  0.754  2.313
H  -3.774  1.730  0.827
H  -3.199  3.438  2.260
H  -1.639  2.584  2.299
H  -2.504  4.189  4.539
H  -1.089  3.102  4.475
H  -2.307  2.876  5.741
C  3.811  3.278  -7.626
C  3.411  2.778  -6.263
C  3.734  1.496  -5.842
C  3.360  1.017  -4.589
C  3.769  -0.390  -4.219
C  2.630  1.841  -3.712
Te  2.045  1.023  -1.795
N  0.940  -0.306  0.170
C  0.616  -1.507  0.510
O  -0.034  -1.885  1.533
C  0.940  -2.626  -0.463
C  -0.016  -3.631  -0.606
C  0.199  -4.674  -1.495
C  1.378  -4.735  -2.229
C  2.346  -3.753  -2.062
C  2.126  -2.700  -1.183
C  -0.011  1.356  -2.154
C  -0.669  2.322  -1.401
C  -2.004  2.618  -1.628
C  -2.695  1.932  -2.615
C  -2.051  0.940  -3.342
C  -0.710  0.626  -3.122
C  -0.066  -0.475  -3.920
C  2.324  3.149  -4.121
C  1.572  4.113  -3.239
C  2.711  3.591  -5.384
H  4.365  2.516  -8.176
H  4.443  4.166  -7.554
H  2.936  3.549  -8.220
H  4.290  0.843  -6.509
H  4.241  -0.884  -5.069
H  2.915  -0.987  -3.894
H  4.479  -0.396  -3.389
H  -0.906  -3.590  0.010
H  -0.551  -5.448  -1.602
H  1.548  -5.555  -2.918
H  3.277  -3.809  -2.616
H  2.874  -1.929  -1.054
H  -0.126  2.846  -0.623
H  -2.501  3.371  -1.028
H  -3.741  2.144  -2.799
H  -2.603  0.379  -4.088
H  -0.800  -0.962  -4.563
H  0.370  -1.229  -3.257
H  0.739  -0.086  -4.550
H  1.757  3.908  -2.185
H  0.494  4.027  -3.394
H  1.867  5.141  -3.457
H  2.461  4.606  -5.682

# 4
Below is a molecular structure, C43H43Cl5N3P2PmS4 at a distorted geometry, with properties calculated with ωB97M-V/def2-TZVPD.

E_HOMO (spin up / spin down)	-12.965 / -12.965	eV
ΔE to the lowest compared entry with this formula, charge and spin	0.000	eV
maximum force	1.5	eV/A
E_tot	-7013.06060	Ha
total charge	+2
multiplicity	5

Positions of all 101 atoms, in Å:
Pm  0.133  0.129  0.024
C  -2.462  -0.959  -2.641
C  -3.664  -0.581  -1.765
S  -3.300  -0.076  -0.056
C  -3.984  -1.458  0.893
C  -3.051  -1.947  1.994
S  -1.338  -2.225  1.528
C  -1.465  -3.584  0.356
C  -1.961  -3.276  -1.059
S  -1.118  -1.893  -1.867
H  -1.955  -0.061  -2.991
H  -2.804  -1.509  -3.518
H  -4.400  -1.382  -1.718
H  -4.151  0.271  -2.237
H  -4.257  -2.265  0.220
H  -4.906  -1.105  1.356
H  -3.428  -2.877  2.424
H  -2.993  -1.217  2.802
H  -2.102  -4.347  0.807
H  -0.457  -3.987  0.327
H  -3.024  -3.059  -1.076
H  -1.799  -4.159  -1.678
C  2.287  -2.630  2.701
N  2.843  -1.729  1.635
P  2.318  -0.084  1.925
C  3.522  0.993  1.099
C  3.019  2.130  0.477
C  3.871  3.075  -0.082
C  5.239  2.882  -0.002
C  5.756  1.761  0.648
C  4.904  0.826  1.203
C  2.727  0.272  3.652
C  1.980  1.255  4.295
C  2.314  1.642  5.588
C  3.382  1.041  6.237
C  4.128  0.059  5.594
C  3.807  -0.322  4.302
P  2.230  -2.275  0.075
C  2.515  -4.085  0.159
C  1.650  -4.972  -0.470
C  1.925  -6.335  -0.486
C  3.071  -6.813  0.124
C  3.959  -5.927  0.727
C  3.690  -4.568  0.737
C  3.481  -1.978  -1.211
C  4.784  -1.560  -0.994
C  5.660  -1.435  -2.067
C  5.240  -1.746  -3.350
C  3.941  -2.196  -3.567
C  3.063  -2.305  -2.503
H  2.126  -2.071  3.617
H  2.985  -3.435  2.910
H  1.331  -3.077  2.412
H  1.947  2.325  0.451
H  3.468  3.955  -0.566
H  5.911  3.614  -0.430
H  6.828  1.632  0.730
H  5.308  -0.035  1.723
H  1.149  1.723  3.783
H  1.743  2.417  6.084
H  3.640  1.339  7.245
H  4.965  -0.405  6.099
H  4.394  -1.087  3.806
H  0.781  -4.605  -1.003
H  1.246  -7.018  -0.980
H  3.288  -7.873  0.115
H  4.869  -6.297  1.180
H  4.400  -3.879  1.180
H  5.125  -1.341  0.006
H  6.676  -1.103  -1.892
H  5.924  -1.645  -4.183
H  3.614  -2.452  -4.566
H  2.047  -2.644  -2.684
Cl  2.031  0.624  -2.230
C  0.681  1.647  -2.726
C  -0.377  1.711  -1.842
C  -1.396  2.565  -2.273
Cl  -2.803  2.818  -1.272
C  -1.362  3.257  -3.488
Cl  -2.651  4.281  -3.965
C  -0.260  3.114  -4.340
Cl  -0.196  3.938  -5.831
C  0.790  2.291  -3.953
Cl  2.165  2.070  -4.955
C  -4.609  1.615  5.274
C  -3.331  1.032  4.774
C  -2.655  -0.009  5.343
C  -1.461  -0.439  4.740
N  -0.992  0.111  3.621
C  -1.620  1.168  3.097
S  -1.014  2.086  1.789
N  -2.787  1.589  3.663
C  -0.629  -1.517  5.349
H  -4.991  1.038  6.111
H  -5.360  1.635  4.483
H  -4.450  2.643  5.607
H  -3.039  -0.489  6.231
H  -3.229  2.394  3.233
H  -1.219  -2.194  5.963
H  0.121  -1.043  5.989
H  -0.097  -2.065  4.574